No. 1
109
Properties=species:S:1:pos:R:3 method="wB97M-V/def2-TZVPD" max_force_ha_per_bohr=0.069 e_above_lowest_kcal_mol=44.2 e_homo_ev=-6.58 total_charge=0
Lu 1.76107 1.01724 -2.68334
N 0.59577 -1.99144 -1.27606
C 1.92998 -2.52712 -0.93675
C 3.01956 -2.02063 -1.94105
O 3.88480 -2.76537 -2.33345
O 2.80047 -0.80336 -2.41894
H 0.31022 -1.13976 -0.83540
H -0.18471 -2.70507 -1.18843
H 1.91183 -3.65912 -0.88186
H 2.32897 -2.22763 0.04623
N -0.54244 0.78288 -3.65312
C -0.90782 -0.08395 -4.79929
C 0.32619 -0.64139 -5.49321
N 1.57973 -0.59977 -4.75884
H -1.28658 0.62653 -2.89636
H -0.63556 1.72008 -4.02731
H -1.50726 0.46465 -5.50061
H -1.59261 -0.84887 -4.58326
H 0.47968 -0.03696 -6.43516
H 0.19590 -1.68957 -5.81726
H 2.39759 -0.43511 -5.34436
H 1.78722 -1.34540 -4.18115
I -4.73056 -0.71275 1.27805
C -6.26193 0.26485 2.41985
C -7.27036 0.74861 1.58324
C -8.42131 1.20930 2.16017
C -8.53349 1.45296 3.50202
C -7.50002 0.99045 4.37792
C -7.60242 1.14733 5.78704
C -6.62462 0.67878 6.63368
C -5.45429 0.04993 6.06071
C -5.38519 -0.19011 4.69651
P -3.79625 -0.97219 4.20482
C -3.59731 -2.74452 4.18467
C -4.63097 -3.43356 4.72343
C -4.53900 -4.85262 4.83525
C -3.58212 -5.46242 4.00909
C -2.46717 -4.77645 3.64668
C -2.38290 -3.37988 3.74471
C -2.58866 -0.45334 5.37981
C -1.80651 -1.30265 6.16395
C -0.85398 -0.76899 7.01090
C -0.66119 0.60476 7.15276
C -1.44903 1.50802 6.36307
C -2.43090 0.95220 5.55994
C -6.42507 0.22635 3.81439
H -7.14752 0.83807 0.53958
H -9.37315 1.37453 1.56710
H -9.40265 1.99070 3.94698
H -8.53793 1.39502 6.26416
H -6.71684 0.64568 7.65916
H -4.66837 -0.31203 6.69877
H -5.43316 -2.82715 5.08573
H -5.38250 -5.47457 5.29254
H -3.69566 -6.45711 3.61190
H -1.59617 -5.36620 3.19730
H -1.54954 -2.74431 3.25650
H -1.99256 -2.36928 6.20024
H -0.24385 -1.45023 7.62242
H 0.15958 1.00116 7.73659
H -1.27887 2.55737 6.54682
H -3.27764 1.55812 5.17825
N 1.65775 9.27018 -2.24003
C 1.57030 7.98856 -2.72806
C 2.59615 7.48178 -3.56565
C 2.50291 6.37508 -4.40292
C 1.34038 5.59347 -4.20809
C 0.35255 5.93145 -3.24055
C 0.50340 7.06956 -2.45591
S 1.08128 4.00645 -4.92410
O -0.24989 3.50541 -4.49998
O 1.37771 4.09543 -6.34450
N 2.03644 3.01472 -4.01246
C 3.33117 2.77466 -4.34498
N 3.86426 1.66285 -3.81604
C 5.04818 1.20533 -4.28756
C 5.87491 2.02544 -5.01354
C 5.27513 3.25567 -5.38402
N 4.04328 3.63904 -5.06044
H 2.40886 9.89564 -2.52520
H 0.70554 9.66737 -2.13472
H 3.60505 7.92251 -3.50902
H 3.23083 6.19003 -5.19705
H -0.60195 5.37585 -3.20718
H -0.14122 7.40046 -1.68619
H 5.29670 0.27032 -3.84033
H 6.91343 1.85705 -5.22059
H 5.80781 4.08848 -5.94100
Cl 2.51841 2.24102 2.59153
C 1.30847 2.27547 1.24280
C 1.64502 1.82339 -0.21056
O 2.67644 2.12257 -0.90948
O 0.66111 1.18514 -0.76123
H 0.97584 3.31628 1.28159
H 0.47140 1.64727 1.48848
O 4.42752 -6.42992 0.82660
S 4.83705 -5.44806 -0.18871
C 6.62087 -5.54026 -0.50248
C 6.89054 -6.77979 -1.38729
C 5.64875 -7.22855 -2.19498
C 4.41509 -6.40119 -1.94687
H 7.17233 -5.60242 0.42407
H 6.83578 -4.58155 -0.97865
H 7.15337 -7.68962 -0.84582
H 7.73957 -6.68560 -2.08346
H 5.51713 -8.29890 -2.02568
H 5.81764 -7.13794 -3.29424
H 3.50368 -7.00238 -1.81863
H 4.21314 -5.58241 -2.67460

=====

No. 2
113
Properties=species:S:1:pos:R:3 method="wB97M-V/def2-TZVPD" max_force_ha_per_bohr=0.032 e_above_lowest_kcal_mol=0.0 e_homo_ev=-2.89 total_charge=-2
Hg 0.12336 0.75150 0.41086
C 1.78596 4.31150 5.06336
C 1.05906 3.01030 4.76426
O -0.13654 3.23010 4.02466
P -0.14854 3.42950 2.44076
S -1.99534 3.22590 1.81056
S 1.44076 2.46520 1.64766
O 0.26706 5.00430 2.37246
C 0.41996 5.59230 1.09376
C 1.07026 6.95190 1.27346
H 2.66216 4.11400 5.67796
H 1.12596 5.00160 5.58576
H 2.09836 4.77310 4.13066
H 0.73866 2.51480 5.68526
H 1.70936 2.33270 4.20006
H -0.56464 5.68260 0.61766
H 1.04816 4.94370 0.46986
H 0.43896 7.58150 1.89646
H 1.21206 7.42140 0.30406
H 2.03726 6.83120 1.75656
O 2.28926 5.58520 -4.97834
N 3.04986 4.64850 -4.69284
O 4.13826 4.52810 -5.27344
C 2.70446 3.71200 -3.72944
C 3.63336 2.69320 -3.46724
C 3.41366 1.69340 -2.55684
C 4.42206 0.71380 -2.23584
C 4.17706 -0.23980 -1.33924
C 2.83866 -0.37200 -0.67764
N 1.90546 0.68320 -0.96164
C 2.17256 1.60660 -1.84514
C 1.19636 2.66650 -2.08964
N 0.05476 2.61360 -1.39174
C -0.83894 3.57470 -1.50904
C -0.63964 4.67920 -2.33184
C 0.51616 4.75770 -3.07104
C 1.47546 3.73120 -2.99064
H 4.56936 2.71850 -4.00794
H 5.38636 0.81160 -2.71804
H 4.91096 -0.98180 -1.06414
H 2.96606 -0.43170 0.41956
H -1.73404 3.48210 -0.90634
H -1.38134 5.46310 -2.38654
H 0.69786 5.60470 -3.71244
C -2.33614 0.57820 4.46156
Sb -1.70074 -0.48170 2.66536
C -1.41204 -2.30940 3.79886
C -3.81534 -1.07100 2.25566
C -3.99134 -2.07920 1.19486
C -3.82034 -3.42590 1.51086
C -3.97694 -4.42900 0.57546
C -4.32944 -4.10020 -0.72264
C -4.52324 -2.77370 -1.05274
C -4.36454 -1.75060 -0.12044
C -4.61494 -0.36940 -0.56004
Sb -2.77604 0.70260 -1.20274
C -2.66404 -0.34950 -3.09264
C -4.11034 2.24830 -2.08054
H -3.06574 -0.00400 5.01536
H -2.76364 1.53550 4.18306
H -1.46284 0.75170 5.08176
H -2.34734 -2.59190 4.27176
H -0.67394 -2.11290 4.56406
H -1.06984 -3.11180 3.15506
H -4.33984 -0.14220 2.05276
H -4.14944 -1.46810 3.21396
H -3.56274 -3.69150 2.52636
H -3.82344 -5.46240 0.85466
H -4.45134 -4.87160 -1.47104
H -4.81464 -2.51010 -2.06244
H -5.04414 0.25430 0.22116
H -5.27734 -0.35860 -1.42504
H -3.57334 -0.20990 -3.67144
H -2.49604 -1.39810 -2.88614
H -1.81204 0.02760 -3.64674
H -4.98714 1.79790 -2.53604
H -3.57924 2.81840 -2.83694
H -4.43564 2.93090 -1.30144
C -0.82654 -3.37430 -0.57474
C -0.08004 -2.04100 -0.81174
O -0.68864 -1.07260 -0.13294
C 0.57216 -2.37960 -3.13464
C 0.15676 -3.64850 -3.53154
C 0.86426 -4.34750 -4.49274
C 1.97136 -3.78360 -5.10064
C 2.34906 -2.49570 -4.75844
C 1.65886 -1.79740 -3.78944
H -0.97354 -3.48380 0.49696
H -0.26744 -4.22420 -0.95304
H -1.80274 -3.30450 -1.04624
H -0.72784 -4.08730 -3.09804
H 0.54316 -5.34390 -4.76594
H 2.52766 -4.33980 -5.84224
H 3.19896 -2.03630 -5.24454
H 1.96406 -0.80420 -3.50304
O 2.95646 -6.76640 0.76186
N 2.91306 -6.20500 1.85256
O 3.22546 -6.77200 2.89756
C 2.49266 -4.86820 1.91026
C 2.44986 -4.19040 3.12016
C 2.01696 -2.88140 3.17716
C 1.58736 -2.13970 1.99966
O 1.21306 -0.95950 2.06436
C 1.67966 -2.89900 0.75456
C 2.11776 -4.18880 0.73196
N 1.33006 -2.33600 -0.49684
O 2.36196 -1.65100 -1.14764
O -0.09614 -1.64350 -2.19534
N 2.05886 -2.24350 4.43976
O 1.35596 -1.27140 4.66556
O 2.82436 -2.70680 5.28336
H 2.74576 -4.68700 4.03376
H 2.17646 -4.70920 -0.21164